# C13H23N2O23

9 unconnected molecules or ions with the total composition C13H23N2O23 in a non-equilibrium geometry (ωB97M-V/def2-TZVPD, the Open Molecules 2025 dataset).

Summary:
Kohn-Sham gap	1.0271	eV

```
! wB97M-V def2-TZVPD RIJCOSX def2/J DEFGRID3
* xyz -5 1
C 11.356 0.346 5.803
H 10.054 10.308 1.732
H 7.623 2.119 6.869
C 9.142 7.273 2.923
C 5.669 9.666 -1.325
C 10.512 3.226 -0.238
O 4.566 10.258 -1.740
C 10.432 7.413 -5.226
C 14.364 12.646 -1.745
H 9.470 8.524 -4.365
O 10.992 2.612 4.878
O 10.697 2.071 0.172
O 13.107 13.115 -1.947
O 6.665 9.615 -2.091
O 16.143 10.506 3.649
H 9.026 1.643 7.867
C 10.537 1.595 5.403
C 4.512 7.196 7.784
H 9.942 6.541 2.810
H 8.490 1.843 4.871
H 12.354 0.207 5.388
H 9.979 7.982 -0.018
C 15.952 9.297 3.454
C 9.442 14.482 0.960
O 9.498 15.862 0.941
H 8.632 6.937 3.826
H 4.174 10.426 -0.880
N 9.011 1.478 5.656
C 9.683 8.659 2.872
H 15.089 9.739 2.132
H 4.527 6.018 6.486
H 11.516 8.669 0.890
C 8.708 2.166 6.965
O 16.442 8.516 4.315
O 14.528 11.952 -0.733
O 10.385 8.625 -4.637
O 10.234 9.144 3.878
O 5.637 9.281 -0.166
O 4.299 6.950 6.511
H 10.658 9.601 -0.393
H 8.967 3.218 7.082
O 9.399 3.798 -0.022
O 15.304 12.841 -2.534
O 8.404 13.903 0.607
H 12.742 12.610 -1.217
H 8.395 7.039 2.166
O 10.375 13.858 1.344
O 15.205 8.839 2.446
H 10.887 -0.604 5.545
O 9.436 6.724 -5.202
O 4.624 8.289 8.305
O 11.401 3.977 -0.774
H 8.663 16.089 0.526
H 8.755 9.601 1.249
H 8.724 0.510 5.687
O 4.691 6.215 8.520
H 9.084 3.002 0.412
N 9.706 9.386 1.512
O 11.519 6.988 -5.645
C 10.577 8.813 0.355
H 11.647 0.362 6.853
*
```

natural (NBO) population analysis, charges in e, atoms 1 to 5: -0.7557, 0.4617, 0.2281, -0.7557, 0.9211

=====

# C13H23N4O2Re

A molecular structure, C13H23N4O2Re (ωB97M-V/def2-TZVPD, the Open Molecules 2025 dataset).

Summary:
relative energy (zero: lowest compared OMol25 entry of this formula, charge and spin)	12.2	kJ/mol
Kohn-Sham gap (alpha / beta)	8.5642 / 7.8197	eV

```
! wB97M-V def2-TZVPD RIJCOSX def2/J DEFGRID3
* xyz 3 2
C -0.901 -1.258 4.265
H -1.460 -2.183 -7.274
H 1.794 1.098 -9.132
H -0.473 -1.971 4.971
C -0.226 -0.696 -5.489
H -1.661 2.454 2.097
H 0.416 1.738 5.022
H -0.797 0.758 5.818
N 0.035 -0.106 4.046
C -0.548 -1.385 -9.045
C -0.426 1.072 4.841
C 1.091 0.392 -8.712
H 1.564 -0.643 5.446
H -1.093 -2.032 -9.718
H -1.787 -1.303 1.062
H -0.293 2.930 2.805
H 1.461 0.983 -6.685
C -0.018 -0.606 -6.849
H -0.399 -2.477 2.537
C 2.399 0.613 3.912
H 1.662 -1.415 3.864
H -2.064 -2.643 3.095
C -1.486 1.813 4.057
H -2.381 1.209 3.913
C 1.443 -0.474 4.373
H 0.521 -0.402 -10.619
C -1.248 -1.935 2.956
H 2.746 0.563 1.873
C 0.911 0.333 -7.351
C 0.368 -0.460 -9.548
H 2.312 2.024 2.393
H -2.521 -0.457 2.230
N 2.091 1.035 2.497
H 3.426 0.256 3.975
N -1.625 -0.869 1.972
O 0.394 0.417 0.142
H 2.338 1.498 4.541
H -1.812 -0.872 4.722
H -1.789 2.726 4.570
C -0.756 -1.474 -7.690
N -0.915 2.128 2.710
Re 0.121 0.412 1.786
O -0.413 -0.793 -4.381
*
```

natural (NBO) population analysis, charges in e, atoms 1 to 5: -0.2453, 0.2538, 0.2650, 0.2564, 0.9450

=====

# C13H23NO

C13H23NO in the gas phase in a non-equilibrium geometry (ωB97M-V/def2-TZVPD, the Open Molecules 2025 dataset).

Summary:
SMILES	CC[C@@]1(C)CCN(C(C)=O)[C@@]12CC2(C)C
relative energy (zero: lowest compared OMol25 entry of this formula, charge and spin)	272.1	kJ/mol
Kohn-Sham gap	9.5538	eV

```
! wB97M-V def2-TZVPD RIJCOSX def2/J DEFGRID3
* xyz 0 1
C -0.432 -1.754 -0.987
H 1.849 0.994 0.400
C -0.824 1.664 0.603
H 0.130 3.125 -1.863
H 0.059 0.679 -2.633
C -2.468 -1.323 3.138
H 2.803 -0.906 -0.560
C 1.359 1.377 -0.470
H -2.558 -2.242 3.693
H 1.435 2.563 -0.535
H -1.656 0.607 -2.203
C 1.262 -2.750 0.621
H 2.527 -2.183 -1.622
H -0.380 2.696 -3.359
C -1.562 -1.583 1.883
H -1.163 -2.507 -0.756
O -1.740 -2.696 1.412
C 0.932 -1.610 -0.338
C 2.131 -1.291 -1.219
C -0.147 -0.613 -0.001
H -0.322 -1.486 -2.010
C -0.678 1.043 -1.921
H -0.324 2.627 0.821
C -0.915 0.767 1.794
H -2.151 -0.586 3.795
H 0.358 -2.848 1.292
H 2.179 -2.713 1.159
C -0.081 0.906 -0.541
H -0.099 1.036 2.621
H -1.867 1.890 0.259
C -0.613 2.601 -2.343
H 1.941 1.054 -1.362
H -1.873 0.906 2.276
H 2.122 -0.696 -2.174
N -0.744 -0.630 1.381
H 1.368 -3.576 -0.039
H -3.387 -1.032 2.751
H -1.482 3.211 -2.396
*
```

natural (NBO) population analysis, charges in e, atoms 1 to 5: -0.4586, 0.2180, -0.4230, 0.1993, 0.2065

=====

# C13H23NO9

3 unconnected molecules or ions with the total composition C13H23NO9 in a non-equilibrium geometry (ωB97M-V/def2-TZVPD, the Open Molecules 2025 dataset).

Summary:
SMILES	CC(=O)N(C)[C@@H]1CCOC1=O.COC(=O)OC.COC(=O)OC
Kohn-Sham gap	9.7114	eV

```
! wB97M-V def2-TZVPD RIJCOSX def2/J DEFGRID3
* xyz 0 1
H -0.607 0.672 -0.474
O 6.375 2.250 -0.581
H 6.229 0.213 -0.986
H -1.646 -1.290 -0.067
H 4.654 4.545 2.547
H 0.471 0.588 4.283
O -4.909 -4.392 -3.036
H 1.128 0.192 2.552
C -1.126 2.999 2.254
H -2.256 1.279 1.312
C -3.920 -3.676 -3.007
H -1.892 -2.856 1.025
O -0.986 3.557 3.460
C 4.391 3.679 1.933
C -1.163 1.419 1.774
O 5.473 3.429 1.037
H -2.970 -5.835 -4.201
H -0.832 2.973 -1.159
H -0.176 -1.881 0.957
C -0.239 1.351 0.424
H -5.721 -2.132 -1.837
O -3.726 -2.619 -2.178
O -3.102 -1.113 2.725
C -0.461 2.942 -0.036
H -1.960 -4.881 -5.305
O -1.345 3.674 0.931
N -1.131 0.316 2.799
C -1.870 -0.858 2.203
H -4.545 -1.503 -0.669
H 3.477 3.916 1.378
C -4.808 -2.368 -1.283
H 0.358 -1.173 3.600
H -4.966 -3.225 -0.620
H 4.233 2.823 2.596
C 0.250 -0.026 3.292
O -2.824 -3.798 -3.797
O 4.290 1.656 0.179
H 5.474 1.306 -2.203
C -2.888 -4.878 -4.726
H -3.725 -4.742 -5.419
C -1.363 -1.811 0.969
H 7.239 1.167 -2.089
H 0.616 3.400 0.156
C 5.278 2.372 0.209
C 6.311 1.170 -1.511
H 0.910 1.170 0.592
*
```

natural (NBO) population analysis, charges in e, atoms 1 to 5: 0.2296, -0.4934, 0.1925, 0.2492, 0.2022

=====

# C13H24Cl2CoN2O

A molecular structure, C13H24Cl2CoN2O in a non-equilibrium geometry (ωB97M-V/def2-TZVPD, the Open Molecules 2025 dataset).

Summary:
Kohn-Sham gap (alpha / beta)	5.5308 / 7.1692	eV

```
! wB97M-V def2-TZVPD RIJCOSX def2/J DEFGRID3
* xyz -1 5
H -1.715 -0.787 -3.653
H -0.501 -0.650 -5.898
H -0.223 1.079 -5.642
C 1.196 -0.887 4.126
H -1.383 -1.528 4.913
H -0.438 0.942 -1.300
Co 1.361 -0.029 -1.202
C 0.974 0.619 -2.960
H 0.523 -0.603 6.127
H 2.986 -0.743 -2.942
H 1.420 -1.474 0.994
Cl 1.417 1.916 -0.197
H -2.359 1.578 -2.656
C -1.438 1.301 -3.228
C -2.753 0.183 3.034
C 0.827 -0.233 -4.202
N 0.826 -0.529 2.790
H 3.350 0.913 -2.385
H -2.587 0.317 -4.766
H 2.246 -0.604 4.296
H 0.497 0.868 5.137
H -3.196 0.946 3.698
N -1.388 -0.047 3.421
H 1.124 -1.980 4.256
C -0.395 0.120 -5.113
H -2.797 0.526 2.009
C -1.649 0.163 -4.223
C 0.301 -0.203 5.125
H 1.758 -0.174 -4.779
H 2.719 -1.096 2.189
C 2.553 0.161 -2.454
H 0.684 -1.311 -3.944
C 1.778 -0.750 1.746
C -0.438 -0.139 2.425
O -0.739 0.135 1.210
H -1.106 2.218 -3.752
H 1.951 0.204 1.214
C -0.244 0.893 -2.394
H 0.875 1.693 -3.255
H -1.807 0.120 5.428
H -3.355 -0.737 3.134
C -1.140 -0.459 4.774
Cl 0.286 -1.931 -1.102
*
```

natural (NBO) population analysis, charges in e, atoms 1 to 5: 0.2180, 0.1928, 0.1816, -0.1879, 0.1684

=====

# C13H24Cl2N4Sn

A molecular structure, C13H24Cl2N4Sn in a non-equilibrium geometry (ωB97M-V/def2-TZVPD, the Open Molecules 2025 dataset).

Summary:
relative energy (zero: lowest compared OMol25 entry of this formula, charge and spin)	197.4	kJ/mol
Kohn-Sham gap (alpha / beta)	6.0053 / 5.9676	eV

```
! wB97M-V def2-TZVPD RIJCOSX def2/J DEFGRID3
* xyz 0 1
C -2.255 0.044 -3.577
N -0.806 0.932 3.268
H 5.086 -0.897 -2.357
H -0.767 0.630 -4.996
Cl 2.319 2.009 0.028
C -0.879 -0.976 1.173
H -1.709 -0.525 0.604
C -0.865 1.448 -1.911
C -0.886 -0.166 -4.253
H -0.921 -1.096 -4.817
H -0.814 2.391 -1.330
H -2.899 1.879 -2.497
H -0.522 -1.877 0.662
C -0.196 -1.853 3.299
H 1.134 1.144 4.080
H 5.536 0.686 -1.872
C 1.341 -0.501 2.048
H -2.648 0.492 -1.543
C -1.848 -0.120 3.201
C 4.982 -0.201 -1.495
H -0.021 0.126 5.041
C 0.308 -0.234 -3.315
N 0.202 0.015 1.257
H 0.423 2.000 1.932
Cl 1.721 -1.794 -0.757
H -3.040 0.349 -4.299
Sn 2.916 0.162 -1.526
H 0.335 -1.218 -2.853
C 0.206 0.848 -2.300
H -1.199 1.556 1.285
N 0.895 -0.847 3.411
H -2.126 -0.382 4.234
H 1.194 -0.047 -3.942
H -2.570 -0.927 -3.154
C -2.213 1.027 -2.396
C -0.345 1.220 1.890
H -2.711 0.276 2.645
C 0.341 0.382 4.035
H 2.129 0.264 2.089
H 1.129 1.362 -2.190
N -1.357 -1.345 2.523
H -0.549 -2.090 4.313
H 1.750 -1.396 1.564
H 0.198 -2.750 2.796
*
```

natural (NBO) population analysis, charges in e, atoms 1 to 5: -0.3976, -0.4765, 0.1831, 0.1978, -0.5284

=====

# C13H24Cl2NO4P2Pb

A molecular structure, C13H24Cl2NO4P2Pb in a non-equilibrium geometry (ωB97M-V/def2-TZVPD, the Open Molecules 2025 dataset).

Summary:
relative energy (zero: lowest compared OMol25 entry of this formula, charge and spin)	49.2	kJ/mol
Kohn-Sham gap (alpha / beta)	5.4255 / 5.4261	eV

```
! wB97M-V def2-TZVPD RIJCOSX def2/J DEFGRID3
* xyz 3 1
H 3.979 -1.158 0.786
H 2.039 -3.525 -1.659
C -2.389 1.328 -0.536
N -0.486 -0.210 -1.132
H -4.060 1.282 2.029
C 1.286 -3.336 -0.896
C -0.591 0.916 -3.729
C -3.309 2.092 2.090
H 4.094 -2.374 -0.492
C 0.587 -0.181 -1.938
H -2.661 1.296 -3.231
C 2.086 1.195 2.326
Cl 4.635 1.475 1.889
Cl 2.718 3.774 2.181
H -1.711 -3.614 1.105
H -1.434 3.947 0.488
H 1.528 0.410 -3.747
H -3.070 2.297 3.148
C 3.227 2.162 2.704
C 1.911 -0.696 -1.389
H -0.044 2.867 0.012
H -3.483 1.139 -0.781
C -0.758 3.132 0.809
C -1.551 0.616 -1.478
H 3.633 -2.895 1.159
H 2.452 -1.211 -2.192
H 1.287 -4.192 -0.209
H -4.803 -1.667 0.826
P -1.803 1.635 1.129
C 3.523 -2.092 0.408
O 1.654 0.459 3.276
H -0.839 -2.280 0.731
H -4.310 -1.547 -0.691
H -3.777 3.000 1.682
O -4.187 -2.069 0.177
H 0.334 -3.252 -1.441
H 3.399 2.151 3.788
P 1.741 -1.834 0.020
C -1.687 0.952 -2.882
H -0.136 3.503 1.639
H -1.936 -2.880 -0.321
O -1.259 -3.166 0.361
O 1.625 1.165 1.138
H -0.619 1.310 -4.743
H 2.559 0.153 -1.112
Pb 0.024 -0.450 1.918
C 0.585 0.374 -3.218
*
```

Mulliken population analysis, charges in e, atoms 1 to 5: 0.2174, 0.4714, -0.3466, 0.2931, 0.3517

=====

# C13H24ClN3

C13H24ClN3 in the gas phase in a non-equilibrium geometry (ωB97M-V/def2-TZVPD, the Open Molecules 2025 dataset).

Summary:
SMILES	CCCCCCCC[C@@]1(Cl)C=C(N)N=C(C)N1
Kohn-Sham gap	8.3473	eV

```
! wB97M-V def2-TZVPD RIJCOSX def2/J DEFGRID3
* xyz 0 1
N -3.811 -0.292 2.201
H -5.810 -0.186 -0.282
H 3.954 -2.225 -0.023
C 4.396 -0.098 -0.260
C -0.560 0.747 -1.383
H -0.992 1.264 0.694
C 1.904 1.536 -1.328
H 2.756 -1.116 0.680
C -2.616 -0.821 2.633
H -3.428 -1.007 4.450
H 2.067 1.543 -0.257
C -5.311 0.454 0.480
H -1.553 1.032 -1.801
C -0.684 0.390 0.108
H -0.281 -0.113 -1.982
C -1.680 -0.785 0.398
H 4.118 0.809 0.265
C 3.958 -0.080 -1.711
H -0.690 -1.547 2.201
C 2.436 0.216 -1.937
H -5.120 1.472 0.075
H 2.533 2.342 -1.718
C 3.853 -1.269 0.518
C -4.013 -0.141 0.920
H 0.359 2.007 -2.775
H 4.550 0.648 -2.301
N -3.019 -0.482 -0.006
H 0.273 0.042 0.466
H -1.846 -1.717 4.294
Cl -1.105 -2.196 -0.489
H 2.267 0.179 -3.032
H -5.930 0.518 1.356
C -1.597 -1.137 1.844
H 4.117 -1.082 -2.120
H 1.913 -0.620 -1.496
N -2.557 -1.072 3.970
C 0.416 1.862 -1.689
H 0.097 2.781 -1.214
H 5.492 -0.130 -0.255
H 4.347 -1.318 1.508
H -3.202 -0.410 -1.001
*
```

natural (NBO) population analysis, charges in e, atoms 1 to 5: -0.5639, 0.2257, 0.2035, -0.4055, -0.4138

=====

# C13H24N4O4

C13H24N4O4 in the gas phase in a non-equilibrium geometry (ωB97M-V/def2-TZVPD, the Open Molecules 2025 dataset).

Summary:
SMILES	CNC(=O)[C@@H](CC(N)=O)NC(=O)[C@@H](CC(C)C)NC(C)=O
relative energy (zero: lowest compared OMol25 entry of this formula, charge and spin)	38.5	kJ/mol
Kohn-Sham gap	9.9733	eV

```
! wB97M-V def2-TZVPD RIJCOSX def2/J DEFGRID3
* xyz 0 1
O -0.278 1.869 -1.783
H -1.897 -0.738 -1.452
C 2.753 0.307 0.804
H -2.284 1.081 5.021
O -2.833 1.569 2.637
H -1.144 2.459 5.103
C -1.848 1.416 -0.048
C -1.168 1.162 -1.367
H 2.001 1.456 -3.035
C 5.858 0.616 1.221
H -2.868 1.018 -0.117
H -0.618 0.758 5.559
H 3.240 1.464 -0.891
H 3.559 -1.098 2.184
H 1.356 -0.141 -3.563
H 0.634 1.574 0.222
H 6.883 0.482 1.221
N 2.760 0.616 -0.626
N -0.835 1.161 3.552
H 5.544 0.928 2.187
H 6.679 -1.203 -0.644
O 1.159 -0.603 2.434
N -1.362 -0.009 -1.901
C -1.236 1.406 4.908
H -1.914 2.492 0.177
N 0.363 0.938 0.976
H 5.259 -0.214 -1.271
C 5.625 -1.006 -0.612
H 3.326 -1.739 0.613
H -0.747 -0.238 -2.668
H 5.698 -1.485 1.400
H 0.049 0.687 3.405
C 5.187 -0.709 0.833
C 3.675 -0.859 1.132
H -1.381 -0.307 1.036
C -1.132 0.742 1.142
O 1.434 -1.113 -1.265
C -1.666 1.196 2.516
C 2.092 -0.116 -1.542
H 5.132 -1.923 -0.974
H 3.153 1.190 1.338
C 2.140 0.385 -3.018
C 1.342 0.153 1.463
H 5.666 1.370 0.510
H 3.111 0.120 -3.508
*
```

natural (NBO) population analysis, charges in e, atoms 1 to 5: -0.6653, 0.4008, -0.1215, 0.2212, -0.6491

=====

# C13H24O4P

3 unconnected molecules or ions with the total composition C13H24O4P in a non-equilibrium geometry (ωB97M-V/def2-TZVPD, the Open Molecules 2025 dataset).

Summary:
Kohn-Sham gap	4.9679	eV

```
! wB97M-V def2-TZVPD RIJCOSX def2/J DEFGRID3
* xyz -1 1
C -1.281 0.097 -1.419
P -1.700 0.145 2.915
H -0.390 -0.424 3.214
C 2.381 -2.814 -2.398
C -1.920 -1.201 -1.017
H -1.249 0.795 -0.582
C -1.432 1.591 4.161
C 0.541 3.113 3.028
H -0.274 -0.103 -1.795
H 3.294 -1.191 -1.336
C 1.391 1.753 3.103
C -2.205 0.580 -2.514
H 1.747 -2.947 -1.520
H -1.123 1.023 1.878
H -1.849 -0.874 1.909
C -1.035 2.957 3.378
H 4.444 -2.473 -1.741
C 3.799 -1.232 -3.420
C -2.739 -0.711 -3.087
H 1.037 3.894 3.732
H -3.740 -0.588 -3.507
O -1.685 -1.813 -0.006
H -1.711 1.209 -3.258
H 2.596 -0.279 3.765
H -1.667 3.118 2.411
H -2.081 -1.128 -3.856
H -2.451 1.814 4.693
H -3.025 1.158 -2.074
C 3.568 -1.927 -2.099
H -2.236 -0.707 3.974
O 0.531 -2.219 -3.831
O 2.503 -1.105 -4.010
H 4.434 -1.818 -4.092
C 1.668 -2.035 -3.468
O -2.786 -1.621 -1.985
H 0.597 3.552 1.950
C 2.146 0.676 3.286
H -3.062 0.611 2.609
H -1.287 3.829 4.115
H -0.680 1.319 4.991
H 2.686 -3.781 -2.805
H 4.242 -0.243 -3.288
*
```

natural (NBO) population analysis, charges in e, atoms 1 to 5: -0.5367, 0.5136, -0.2139, -0.5337, 0.7825